Record 1
A molecular structure, C33H23F9N5O3S2Sc. Source: the Open Molecules 2025 dataset; level of theory: wB97M-V/def2-TZVPD.

Properties
Frontier orbital gap   0.2145 Ha
HOMO   -7.6 eV

Geometry as XYZ:
```
76
Properties=species:S:1:pos:R:3:forces:R:3
F 2.0227 4.6251 -0.9617 -0.1 -0.2 0.0
H 0.6711 1.2465 3.2494 -0.2 0.3 0.0
C 2.9639 -1.2345 2.9104 -0.5 0.3 -0.6
F -2.4015 2.8952 -1.4465 0.6 0.6 -0.2
F 1.6863 3.1762 -2.5345 -0.5 0.5 0.7
C 1.6294 -4.1798 -1.1754 0.0 -0.3 0.0
F -1.8027 4.7533 -2.3888 -0.3 0.5 -0.2
N 1.7307 0.3512 -1.4923 0.9 -0.3 -0.6
C 2.1935 -1.4506 6.6459 -1.6 0.1 1.9
C 2.0617 -0.2019 2.5001 1.2 -0.1 2.3
C -5.1200 -1.8666 -5.2791 -0.1 0.9 -0.3
C -2.1694 0.5435 2.8393 0.7 -0.7 -1.4
C -1.2536 -0.1963 -1.7846 -2.8 -1.1 -2.6
C 3.0842 -1.6417 4.2379 -0.5 0.5 0.3
O 3.1448 -2.3048 7.1685 0.2 0.7 -0.5
C -0.8397 -2.2975 1.5663 -0.6 1.9 0.3
C 1.3527 -4.8744 0.0373 0.4 0.1 -0.7
C -3.7530 2.6080 3.8427 -0.7 0.1 0.2
F -1.6758 4.5026 0.6693 0.6 0.0 -0.4
H 4.0687 0.5704 0.9122 -0.2 -0.3 0.2
N 0.3715 -2.2784 -0.4616 -0.2 -0.2 -0.2
C 1.3433 0.4546 3.5204 0.1 -0.8 -0.4
F 0.4486 4.4009 1.1494 -0.6 0.2 -0.6
C -4.4049 -2.7997 -4.5487 -0.2 -1.6 0.0
H 4.0444 -2.2391 6.7737 -1.1 0.1 0.0
H 1.8660 -5.8425 0.2687 -0.7 1.0 -0.3
Sc -0.1022 0.4662 -0.0433 -0.6 0.3 0.3
F 0.7678 5.1316 -2.6523 0.1 -0.2 0.3
S -1.5128 1.8267 1.9236 0.5 -0.4 -0.5
C -2.0982 -0.5890 -2.6417 3.3 1.4 3.9
N -1.1086 -1.0123 1.5455 0.3 -2.0 1.1
O 1.2471 -1.1189 7.3637 2.3 -0.9 -1.5
C -0.1669 3.6208 -1.0229 0.1 -1.0 0.8
H 5.0911 0.7056 -1.3966 -0.2 -0.1 0.0
H -5.8354 -2.1697 -6.0710 0.5 0.2 0.8
H 3.5003 -1.7583 2.1168 0.1 0.1 0.3
C 0.0062 -2.9642 0.6234 0.7 -1.1 -0.3
H 0.0279 -4.8256 1.7946 0.5 0.5 -0.7
H 2.4296 0.3063 -4.7880 0.2 0.0 0.4
C 1.5783 0.3485 -2.8329 0.3 0.0 0.9
F -0.2999 5.8542 -0.2992 0.0 0.6 0.2
H -2.8751 -3.1369 -3.0245 -0.4 0.3 -0.5
H -3.5659 2.9690 2.8181 0.0 -0.2 0.6
N 1.9899 0.1872 1.1533 1.3 0.0 -1.2
C 3.9540 0.3977 -3.1920 -0.7 0.2 -0.4
N -1.9239 -0.7429 2.6457 -0.2 1.1 -0.2
C 1.4169 0.0137 4.8417 -0.5 0.6 0.4
C 2.6361 0.3538 -3.7176 1.7 -0.2 0.1
H -3.8149 0.9406 -3.8416 0.2 0.6 -0.2
H -3.2784 3.2096 4.6194 0.2 0.1 -0.4
C 1.0823 4.1467 -1.7861 0.7 0.1 -1.1
C 0.4214 -4.3056 0.8958 -0.1 0.5 0.1
O 0.0555 2.3753 -0.5296 0.3 0.3 -0.4
C -0.4377 4.6074 0.1450 -0.1 -0.1 0.6
F -0.9857 2.8505 -3.0773 -0.2 0.5 0.0
C -4.9118 -0.4901 -5.0215 -0.7 -0.9 -1.0
C 4.1004 0.5637 -1.8212 0.0 -0.5 0.5
C 3.0817 0.4106 0.4673 -1.6 -0.3 1.3
C -3.1434 -1.0270 -3.4571 -1.6 -1.3 -1.1
H 0.8150 0.5214 5.6420 0.6 -0.6 -1.0
C 1.0215 -2.9415 -1.4233 0.6 -0.4 0.8
H 0.5763 0.2838 -3.2113 -0.4 0.1 0.2
H 1.0985 -2.4542 -2.3903 0.2 0.1 0.1
C -3.9443 -0.0801 -4.1234 -0.1 -0.8 0.1
H -1.2947 -2.8668 2.3606 0.0 -0.2 0.2
C -1.3677 3.5763 -1.9993 -0.3 -1.8 0.2
C 2.2514 -1.0360 5.2157 0.9 -0.2 -0.6
H -4.8332 2.6430 4.0567 0.3 0.0 -0.2
H 2.3145 -4.5848 -1.9489 -0.6 0.1 0.7
H 4.8747 0.3047 -3.7898 -0.8 0.3 0.0
S -3.3254 0.8705 4.0634 -0.5 -0.2 0.6
H 3.8139 -2.4195 4.5056 -0.5 0.3 -0.2
H -4.5881 -3.9012 -4.6870 0.1 1.3 0.1
C 2.9871 0.4397 -0.9806 -0.9 0.8 -1.7
H -5.5351 0.1932 -5.6238 0.5 -0.1 0.7
C -3.4532 -2.4137 -3.6223 1.0 1.1 0.3
```
Forces are in eV/Å.


Record 2
3 unconnected molecules or ions with the total composition C33H24BCl2O6. Source: the Open Molecules 2025 dataset; level of theory: wB97M-V/def2-TZVPD.

Properties
Frontier orbital gap   0.1987 Ha
Net charge   -1
HOMO   -4.8 eV

Geometry as XYZ:
```
66
Properties=species:S:1:pos:R:3:forces:R:3
C -5.5775 -7.0732 -3.0719 0.0 0.0 -0.1
O -4.9692 -3.1319 -0.4651 -0.1 0.0 0.0
C -5.8009 -6.3290 -1.9191 0.0 0.0 0.0
C -4.2426 -5.2815 -3.9656 0.0 0.0 0.0
H 1.7911 -1.2865 -0.8289 -0.1 0.1 0.0
H -8.3258 -6.3215 3.4313 0.0 0.0 0.0
H 9.4992 3.6450 1.0592 0.0 0.0 0.0
C -2.3334 -1.1197 0.0793 -0.3 0.0 0.1
C 6.3166 7.0276 1.2001 0.0 0.0 0.0
H 2.3512 3.5543 0.2834 0.1 0.0 0.0
H -8.0366 -7.6028 1.3248 0.0 0.0 0.0
H 11.3653 5.2543 1.3746 0.0 0.0 0.0
H -5.9238 -3.1566 1.8117 0.0 0.0 0.0
C 7.7213 6.5160 1.2331 0.0 0.0 0.0
Cl 2.5662 1.2981 -1.1982 0.2 -0.1 -0.1
O -7.1707 -7.9957 -0.9600 0.0 0.0 0.0
C -0.0642 1.4682 -0.5377 0.0 -0.3 0.0
C -4.7986 -6.5508 -4.0900 0.0 0.0 0.0
C 6.8966 4.1608 0.8876 0.0 0.0 0.0
H -3.4519 -0.8426 -1.7830 0.2 0.0 -0.1
C -6.8261 -6.1028 0.4078 0.0 0.0 0.0
O -2.5176 0.8690 -1.1159 0.0 -0.1 0.1
H -1.7992 -2.0846 0.0180 0.0 0.1 0.2
C 3.9186 6.4931 0.8935 -0.1 0.0 0.0
Cl 0.0822 3.1309 -1.0673 -0.1 0.2 -0.1
H -4.6216 -7.1329 -4.9851 0.0 0.0 0.0
C -6.6485 -6.9071 -0.8365 0.0 0.0 0.0
H -1.6478 -0.7926 -1.9505 -0.2 -0.2 -0.1
C -5.4393 -4.2410 -0.5617 0.0 0.0 0.0
C -2.5122 -0.5241 -1.3140 0.1 0.4 -0.1
H 10.8814 7.6719 1.5839 0.0 0.0 0.0
C 5.2310 6.0422 0.9634 0.0 0.0 0.0
C 2.8910 5.5953 0.6559 0.0 0.0 0.0
C -6.3942 -4.1269 1.7243 0.0 0.0 0.1
H 3.7204 7.5481 1.0246 0.0 0.0 0.0
H -3.6356 -4.8747 -4.7638 0.0 0.0 0.0
H -4.0326 -3.5482 -2.7025 0.0 0.0 0.0
C 10.3429 5.6076 1.3329 0.0 0.0 0.0
H 1.4965 -0.8115 0.8430 -0.1 0.0 -0.1
C 4.4675 3.7861 0.5583 0.0 0.0 0.0
C 5.5051 4.6785 0.8006 0.0 0.0 0.0
C -7.1409 -4.6610 2.7604 0.0 0.0 0.0
C 7.9948 5.1557 1.1015 0.0 0.0 0.0
H 1.8681 5.9445 0.5977 0.0 0.0 0.0
C -7.5823 -6.6293 1.4487 0.0 0.0 0.1
H 4.6893 2.7359 0.4250 0.0 0.0 0.0
C 1.1013 -0.7420 -0.1759 0.2 -0.1 -0.2
C 10.0707 6.9666 1.4531 0.0 0.0 0.0
C 3.1612 4.2426 0.4831 0.0 0.1 0.1
O 7.1520 2.9797 0.7886 0.0 0.0 0.0
C 9.3083 4.7050 1.1575 0.1 0.0 0.0
H 0.1255 -1.2187 -0.2164 0.1 0.1 0.2
H -7.2582 -4.1039 3.6807 0.0 0.0 0.0
H -6.0188 -8.0571 -3.1536 0.0 0.0 0.0
C 8.7636 7.4192 1.4065 0.1 0.0 0.0
C -5.2366 -5.0590 -1.7934 0.0 0.0 0.0
H -1.9499 2.0870 0.6879 0.1 -0.2 -0.1
C -7.7387 -5.9095 2.6207 0.0 0.0 0.0
O -1.6225 -0.1548 0.8084 0.2 0.0 -0.2
H -3.3081 -1.3125 0.5561 0.1 0.0 -0.1
H 8.5309 8.4709 1.5031 0.0 0.0 0.0
B -1.5862 1.1101 0.0178 -0.5 0.2 0.3
C -6.2377 -4.8450 0.5452 0.0 0.0 0.0
C 1.0108 0.6929 -0.6181 -0.1 -0.2 0.2
C -4.4603 -4.5353 -2.8201 0.0 0.0 -0.1
O 6.0894 8.2096 1.3612 0.0 0.0 0.0
```
Forces are in eV/Å.


Record 3
3 unconnected molecules or ions with the total composition C33H24BO6. Source: the Open Molecules 2025 dataset; level of theory: wB97M-V/def2-TZVPD.

Properties
Frontier orbital gap   0.1683 Ha
Net charge   -1
HOMO   -4.5 eV

Geometry as XYZ:
```
64
Properties=species:S:1:pos:R:3:forces:R:3
C 2.7330 4.5431 -5.7375 0.2 0.6 -1.0
C 0.7484 -3.1217 5.2376 0.0 0.0 0.1
B 2.0239 5.9402 -5.3539 0.0 -0.4 0.9
H 0.4779 -3.3556 8.6110 0.1 0.1 -0.1
C -0.3396 -2.2252 -1.5927 0.1 -0.1 0.1
H 0.3854 -2.1557 -2.3931 -0.1 0.1 0.0
C -1.6793 -0.4813 -2.7522 0.2 0.1 -0.4
C -0.7445 3.7272 -5.9369 0.1 0.1 -0.5
O 2.7569 -2.4561 8.1569 0.0 0.0 -0.1
H 3.6118 2.6298 -6.5673 0.2 0.3 -0.1
C 4.6213 -1.5630 6.2726 0.2 0.1 0.0
C 3.3054 3.6204 -6.2972 -0.5 -0.5 0.6
H -2.4211 -4.2544 5.5899 0.0 0.0 0.0
H 5.8785 -1.0048 3.1769 0.0 0.0 0.0
C -2.4257 -1.5328 -0.6010 0.1 0.0 -0.1
H 0.4545 2.3685 -5.3185 0.2 0.1 0.2
C 3.9480 -1.8353 3.5861 0.1 0.1 -0.1
C -1.4293 -3.9204 5.8675 0.1 0.0 0.0
O -0.0068 3.1235 -4.9289 -0.2 0.2 -0.5
C 3.0453 -2.2217 4.5704 0.1 0.0 0.1
C -0.1234 4.9022 -6.6644 -0.7 0.8 0.4
C -2.8925 0.3771 -2.7496 -0.2 0.1 0.1
H -6.0542 2.5930 -2.8047 0.0 0.0 0.0
C 3.3864 -2.0947 5.9185 0.0 0.0 -0.1
C -1.0662 -3.8545 7.2094 0.0 0.0 -0.1
H 6.4718 -0.7487 5.5662 0.0 0.0 0.0
H 2.1991 6.1076 -4.1550 0.1 0.1 0.2
H -2.3163 1.4344 -4.5323 0.0 0.0 0.1
H -0.9491 5.3553 -7.2371 0.2 -0.4 0.1
H -0.8792 -3.8411 1.3334 0.0 0.0 0.0
C -4.9974 1.0413 -1.7734 -0.1 0.1 -0.1
O -0.8629 -0.4097 -3.6473 -0.1 -0.1 0.1
C 0.3930 5.9490 -5.6207 0.1 -0.3 -0.1
H 0.0997 6.9649 -5.9353 0.0 -0.4 -0.1
C -1.4839 -1.4357 -1.6259 0.0 0.0 0.1
C -3.0668 1.3154 -3.7609 0.1 0.0 -0.1
H -5.7477 0.9355 -1.0008 0.1 -0.1 0.0
H -0.8031 -3.6140 3.8404 0.1 0.0 0.0
O 1.4263 -2.8817 2.9980 0.0 0.0 0.1
H -0.1563 5.7666 -4.6788 0.2 0.1 -0.3
H 4.8828 -1.4551 7.3171 -0.1 -0.1 0.0
C -1.0556 -3.1735 0.4995 -0.1 0.0 0.0
H 2.5631 6.8905 -5.8876 0.2 -0.1 -0.4
H 0.7682 -3.7006 -0.5052 0.0 0.0 0.0
C 1.1052 -3.0351 6.5844 -0.1 0.0 -0.1
C -0.1266 -3.0915 -0.5329 0.0 0.0 0.0
C -5.1674 1.9715 -2.7872 0.1 -0.1 0.0
C 5.5130 -1.1679 5.2882 -0.1 0.0 0.0
O -1.8667 3.3458 -6.1609 -0.1 -0.1 0.2
C 0.1971 -3.4126 7.5676 -0.2 -0.1 0.1
C -4.1989 2.1132 -3.7766 -0.1 0.0 0.1
C -0.5226 -3.5599 4.8840 -0.2 -0.1 0.0
C -3.6718 -0.7209 -0.6345 -0.3 0.0 0.3
C -3.8567 0.2471 -1.7449 0.1 0.0 -0.1
C 2.4442 -2.5253 6.9847 0.1 0.0 0.4
C -2.2045 -2.4007 0.4632 0.1 -0.1 0.1
H 3.6854 -1.9406 2.5417 -0.1 0.0 0.1
H -1.7736 -4.1438 7.9765 0.0 0.0 0.0
O -4.5158 -0.8481 0.2334 0.1 0.0 0.0
H 0.6387 4.6028 -7.3961 0.1 -0.2 0.5
C 1.7166 -2.7541 4.1701 -0.1 0.0 -0.4
H -2.9299 -2.4664 1.2639 -0.1 0.1 -0.1
C 5.1787 -1.3096 3.9446 0.0 0.0 0.1
H -4.3241 2.8477 -4.5621 0.1 0.0 0.0
```
Forces are in eV/Å.